{"formula": "C5H10NO", "method": "ωB97M-V with the def2-TZVPD basis set", "elements": ["O", "C", "C", "C", "C", "C", "N", "H", "H", "H", "H", "H", "H", "H", "H", "H", "H"], "positions_angstrom": [[-2.1053, 1.2005, 0.4461], [-1.2001, 0.4325, 0.6138], [-0.3978, -0.1231, -0.5743], [1.0952, -0.1674, -0.4886], [1.4615, -0.5269, 0.9677], [2.0614, -1.6776, 1.3098], [-0.8816, 0.7613, -1.7501], [-1.0691, -0.0585, 1.5806], [-0.8549, -1.0907, -0.8004], [1.7283, 0.6882, -0.7419], [1.5514, -0.9605, -1.0934], [1.1687, 0.1866, 1.7222], [1.9129, -2.5672, 0.6911], [2.9987, -1.7765, 1.8642], [-0.6416, 1.7415, -1.5525], [-1.8880, 0.7215, -1.9167], [-0.2715, 0.6403, -2.5620]], "fmax_ev_per_a": 2.50, "homo_ev": -13.05, "smiles": "C=CC[C@H]([NH3+])C=O", "lumo_ev": -3.87, "total_energy_ha": -326.16746, "charge": 1, "relative_energy_ev": 3.112}

{"formula": "C55H138N10O15", "method": "ωB97M-V with the def2-TZVPD basis set", "elements": ["C", "C", "C", "O", "C", "N", "H", "H", "H", "H", "H", "H", "H", "H", "H", "H", "H", "C", "C", "C", "O", "C", "N", "H", "H", "H", "H", "H", "H", "H", "H", "H", "H", "H", "C", "C", "C", "O", "C", "N", "H", "H", "H", "H", "H", "H", "H", "H", "H", "H", "H", "C", "C", "C", "O", "C", "N", "H", "H", "H", "H", "H", "H", "H", "H", "H", "H", "H", "C", "O", "C", "C", "N", "C", "C", "O", "C", "H", "H", "H", "H", "H", "H", "H", "H", "H", "H", "H", "H", "H", "H", "H", "C", "O", "C", "C", "N", "C", "C", "O", "C", "H", "H", "H", "H", "H", "H", "H", "H", "H", "H", "H", "H", "H", "H", "H", "C", "O", "C", "C", "N", "C", "C", "O", "C", "H", "H", "H", "H", "H", "H", "H", "H", "H", "H", "H", "H", "H", "H", "H", "C", "O", "C", "C", "N", "C", "C", "O", "C", "H", "H", "H", "H", "H", "H", "H", "H", "H", "H", "H", "H", "H", "H", "H", "C", "O", "C", "C", "N", "C", "C", "O", "C", "H", "H", "H", "H", "H", "H", "H", "H", "H", "H", "H", "H", "H", "H", "H", "C", "C", "C", "C", "C", "C", "N", "O", "C", "C", "C", "H", "H", "H", "H", "H", "H", "H", "H", "H", "H", "H", "H", "H", "H", "H", "H", "H", "H", "H"], "positions_angstrom": [[1.4628, 2.7599, -2.4379], [0.1095, 2.9090, -1.7664], [0.1631, 3.6455, -0.3729], [0.8269, 4.9358, -0.2543], [1.0835, 5.3886, 1.0643], [-0.8330, 3.6290, -2.6454], [1.9333, 3.7426, -2.4091], [1.3869, 2.4171, -3.4698], [2.2023, 2.1903, -1.8750], [-0.4517, 1.9866, -1.6170], [0.6114, 2.9467, 0.3334], [-0.8307, 3.7933, 0.0495], [0.1558, 5.6458, 1.5755], [1.6427, 6.3144, 0.9287], [1.6747, 4.6530, 1.6097], [-1.3572, 4.1305, -1.9426], [-0.1603, 4.2960, -2.9956], [-3.5327, -3.0095, -7.3538], [-4.3156, -1.9186, -6.5741], [-5.8408, -1.9114, -6.7167], [-6.3418, -2.1246, -8.0694], [-7.6898, -2.5703, -7.9268], [-4.0157, -1.8570, -5.1404], [-2.5484, -3.1081, -6.8960], [-3.4149, -2.8546, -8.4262], [-4.0141, -3.9837, -7.2688], [-3.9819, -1.0091, -7.0735], [-6.2566, -0.9723, -6.3517], [-6.1928, -2.6278, -5.9745], [-8.0442, -2.5113, -8.9559], [-8.4239, -1.9993, -7.3583], [-7.6971, -3.6004, -7.5704], [-4.4986, -2.6281, -4.7018], [-4.4816, -1.0420, -4.7678], [-0.8135, 2.6773, 3.5771], [-0.7959, 1.4138, 4.4113], [0.3447, 1.1772, 5.3828], [0.0975, -0.0941, 6.0388], [0.9599, -0.3419, 7.1393], [-2.0773, 1.4097, 5.0965], [-1.7893, 2.7896, 3.1046], [-0.1186, 2.6720, 2.7373], [-0.6025, 3.5177, 4.2385], [-0.7997, 0.5790, 3.7104], [0.3942, 1.9621, 6.1375], [1.3622, 1.2771, 5.0050], [1.9678, -0.6017, 6.8160], [0.5714, -1.2575, 7.5852], [0.9337, 0.4987, 7.8328], [-2.0305, 0.5122, 5.5572], [-2.0346, 2.0693, 5.8602], [3.9535, 5.9669, 4.7454], [4.7784, 5.9022, 3.4857], [6.3235, 6.1567, 3.5019], [7.0997, 5.4000, 4.5342], [8.3704, 5.8898, 4.7406], [4.4376, 4.6824, 2.7400], [4.1763, 5.2079, 5.4953], [2.9299, 5.7897, 4.4155], [3.8931, 6.9111, 5.2868], [4.3089, 6.7120, 2.9273], [6.5201, 7.2273, 3.5594], [6.7778, 5.9730, 2.5283], [8.4807, 6.9740, 4.7631], [9.0297, 5.5226, 3.9541], [8.9054, 5.5418, 5.6242], [4.8317, 4.5630, 1.8177], [4.7081, 3.8978, 3.3154], [-3.7841, -3.2305, 0.0704], [-4.5543, -2.2405, 0.7512], [-5.7420, -2.8205, 1.3735], [-6.1855, -1.7271, 2.4079], [-7.1222, -2.2736, 3.4341], [-8.3991, -2.7027, 2.8864], [-9.2547, -3.0946, 4.1258], [-8.7468, -4.3379, 4.4811], [-9.7113, -5.1397, 5.1688], [-3.0028, -3.6800, 0.6834], [-3.3561, -2.5598, -0.6746], [-4.4214, -3.9687, -0.4164], [-5.4955, -3.7939, 1.7976], [-6.4611, -2.8107, 0.5544], [-6.7650, -0.9142, 1.9703], [-5.3064, -1.3596, 2.9371], [-6.7483, -3.0860, 3.9034], [-8.4410, -3.5313, 2.1794], [-8.8627, -1.8845, 2.3353], [-10.3269, -3.0392, 3.9375], [-9.0485, -2.4418, 4.9740], [-10.7156, -4.9819, 4.7756], [-9.6332, -4.6753, 6.1518], [-9.5265, -6.1937, 5.3766], [10.4849, -2.9087, -1.2681], [9.3795, -2.8663, -2.2288], [8.8206, -4.2187, -2.3186], [8.2834, -4.2822, -3.7811], [7.3756, -3.0976, -4.1298], [6.0019, -3.4306, -3.6533], [5.0510, -2.1775, -3.5123], [3.7298, -2.6263, -3.5480], [2.9091, -1.6327, -3.0747], [11.4012, -3.2754, -1.7307], [10.3122, -3.3535, -0.2881], [10.6670, -1.8664, -1.0063], [7.9962, -4.1300, -1.6111], [9.4462, -5.0737, -2.0623], [7.8065, -5.2417, -3.9812], [9.1908, -4.3315, -4.3831], [7.9155, -2.3073, -3.8074], [6.0234, -3.7834, -2.6222], [5.3711, -4.1062, -4.2311], [5.2174, -1.5668, -4.3997], [5.4576, -1.6936, -2.6242], [1.9095, -2.0147, -2.8676], [2.7701, -1.0324, -3.9738], [3.1443, -1.0565, -2.1798], [4.0939, 1.7822, 0.9352], [2.7901, 1.4238, 0.7670], [2.4942, 0.0386, 0.7234], [1.0122, -0.0899, 0.3077], [0.6430, -1.4878, -0.0036], [-0.3784, -1.6724, -1.0176], [-0.4815, -3.1726, -1.3727], [-0.7509, -3.4466, -2.6901], [-2.0809, -3.3927, -3.1408], [4.1987, 2.8439, 0.7117], [4.7104, 1.2587, 0.2045], [4.4292, 1.7672, 1.9722], [2.5779, -0.5358, 1.6460], [3.0338, -0.5307, -0.0335], [0.7005, 0.6154, -0.4626], [0.2911, 0.2654, 1.0438], [0.4407, -1.9469, 0.8729], [-0.0773, -1.1664, -1.9349], [-1.3562, -1.3041, -0.7071], [-1.1204, -3.7129, -0.6742], [0.5075, -3.5701, -1.1445], [-2.5243, -2.4029, -3.0319], [-2.6914, -4.0739, -2.5482], [-2.0321, -3.5229, -4.2219], [6.7230, 2.0895, -4.6092], [6.8391, 3.4653, -5.0382], [7.4427, 4.3776, -4.1358], [6.5674, 4.8309, -2.9638], [6.6195, 4.0039, -1.7349], [8.0411, 3.9450, -1.1747], [8.1734, 2.8707, -0.1438], [8.0863, 3.5268, 1.1021], [8.2589, 2.6809, 2.2444], [7.5853, 1.8792, -3.9766], [6.9614, 1.5053, -5.4980], [5.7698, 1.8553, -4.1352], [7.7844, 5.2100, -4.7509], [8.4375, 4.0250, -3.8635], [5.5851, 5.1202, -3.3372], [6.9083, 5.8176, -2.6501], [6.2617, 3.0605, -1.7821], [8.4031, 4.9592, -1.0059], [8.6891, 3.4125, -1.8708], [9.0771, 2.2624, -0.1808], [7.4386, 2.0776, -0.2824], [8.5414, 3.4186, 2.9955], [9.0429, 1.9238, 2.2246], [7.3264, 2.1538, 2.4465], [1.5474, -5.5962, 1.6104], [1.2351, -5.0202, 2.8376], [0.5940, -3.7845, 2.6984], [0.3454, -3.0654, 4.0505], [-0.5288, -1.9575, 3.8434], [-1.9608, -2.3501, 3.9193], [-2.5310, -2.6524, 5.4249], [-2.2367, -3.9551, 5.7399], [-2.8394, -4.9735, 4.9752], [1.8154, -6.6394, 1.7783], [2.2830, -5.0580, 1.0128], [0.6662, -5.6126, 0.9690], [-0.4362, -3.9827, 2.4026], [0.9808, -3.0389, 2.0037], [1.3210, -2.7611, 4.4299], [0.0319, -3.7628, 4.8273], [-0.3887, -1.2674, 4.5675], [-2.3313, -3.0664, 3.1859], [-2.2658, -1.3832, 3.5190], [-3.6019, -2.4578, 5.4835], [-2.1126, -2.0434, 6.2263], [-3.0553, -5.7458, 5.7134], [-2.2950, -5.4105, 4.1381], [-3.8202, -4.6095, 4.6690], [-8.3630, -0.4505, -1.5307], [-7.5479, 0.8621, -1.7642], [-7.5213, 1.6415, -0.3904], [-6.4662, 2.7592, -0.3967], [-5.0311, 2.2307, -0.8263], [-4.9231, 1.3401, -2.0215], [-6.1511, 0.4974, -2.3257], [-6.2123, -0.1523, -3.5819], [-4.4889, 2.1868, -3.1829], [-3.6894, 0.4204, -1.7596], [-8.4941, 1.8406, -2.6632], [-9.1503, -0.3858, -0.7796], [-7.6068, -1.1307, -1.1386], [-8.8186, -0.9133, -2.4061], [-8.4917, 2.0808, -0.1592], [-7.3111, 0.9615, 0.4351], [-6.4609, 3.3072, 0.5454], [-6.8153, 3.5839, -1.0180], [-4.5932, 1.6772, 0.0044], [-4.4844, 3.1604, -0.9838], [-3.8080, 1.6408, -3.8359], [-5.4272, 2.5359, -3.6138], [-3.7939, 2.9856, -2.9243], [-3.8287, -0.1956, -0.8713], [-3.3453, -0.2038, -2.5843], [-2.8465, 1.0880, -1.5808], [-7.8995, 2.5979, -3.1741], [-9.3503, 2.3021, -2.1713], [-8.9203, 1.2243, -3.4548], [-6.0462, 0.5899, -4.1677]], "fmax_ev_per_a": 3.50, "homo_ev": -8.21, "smiles": "CC1(C)CCCC(C)(C)N1O.COC[C@H](C)N.COC[C@H](C)N.COC[C@H](C)N.COC[C@H](C)N.COCCNCCOC.COCCNCCOC.COCCNCCOC.COCCNCCOC.COCCNCCOC", "lumo_ev": 0.37, "total_energy_ha": -3853.83209, "relative_energy_ev": 5.760}

{"formula": "C27H27F3IKN2S3Sb", "method": "ωB97M-V with the def2-TZVPD basis set", "elements": ["K", "C", "C", "S", "C", "C", "S", "C", "C", "S", "H", "H", "H", "H", "H", "H", "H", "H", "H", "H", "H", "H", "F", "C", "C", "C", "C", "C", "C", "Sb", "C", "C", "C", "C", "F", "C", "C", "C", "C", "C", "C", "F", "C", "C", "H", "H", "H", "H", "H", "H", "H", "H", "H", "H", "H", "H", "I", "C", "C", "N", "N", "C", "H", "H", "H"], "positions_angstrom": [[-0.1180, 0.2470, -1.9829], [-0.5855, -3.1616, -5.7741], [-1.3618, -3.6088, -4.5439], [-1.1950, -2.5369, -3.0856], [-0.2173, -3.5128, -1.9146], [1.2670, -3.6764, -2.2036], [2.1793, -2.1052, -2.2514], [2.8255, -1.9787, -3.9419], [1.8176, -1.8027, -5.0691], [1.2040, -3.3964, -5.7042], [-0.7990, -2.1215, -6.0225], [-0.9150, -3.7607, -6.6249], [-1.0676, -4.6156, -4.2464], [-2.4277, -3.6337, -4.7735], [-0.6875, -4.4929, -1.8143], [-0.3660, -3.0056, -0.9571], [1.4314, -4.1876, -3.1494], [1.7117, -4.2793, -1.4111], [3.4769, -2.8335, -4.1275], [3.4735, -1.1016, -3.8833], [2.2983, -1.2799, -5.8966], [0.9617, -1.2154, -4.7394], [-2.7909, -2.8012, 6.5755], [-2.2778, -2.1819, 5.5013], [-3.1194, -1.4275, 4.7059], [-2.5797, -0.7879, 3.6007], [-1.2209, -0.8961, 3.3086], [-0.4044, -1.6680, 4.1297], [-0.9308, -2.3193, 5.2372], [-0.4346, 0.0967, 1.6104], [-1.0174, 2.0686, 2.1589], [-1.2939, 2.4348, 3.4747], [-1.6360, 3.7408, 3.7928], [-1.6975, 4.6727, 2.7752], [-2.0303, 5.9364, 3.0778], [-1.4348, 4.3523, 1.4578], [-1.0994, 3.0397, 1.1621], [1.5999, 0.1668, 2.2214], [2.0153, 0.9199, 3.3195], [3.3475, 0.9496, 3.6962], [4.2578, 0.2156, 2.9571], [5.5489, 0.2425, 3.3184], [3.8893, -0.5411, 1.8643], [2.5482, -0.5554, 1.5020], [-4.1687, -1.3497, 4.9541], [-3.2324, -0.1902, 2.9743], [0.6547, -1.7607, 3.9222], [-0.3149, -2.9204, 5.8918], [-1.2545, 1.6963, 4.2668], [-1.8552, 4.0415, 4.8080], [-1.4950, 5.1169, 0.6946], [-0.9018, 2.7819, 0.1263], [1.3000, 1.4984, 3.8915], [3.6881, 1.5273, 4.5443], [4.6358, -1.1010, 1.3183], [2.2525, -1.1526, 0.6453], [0.0212, 6.8815, -2.5536], [-0.8133, 5.0133, -2.7282], [-2.1060, 4.6996, -3.0772], [-2.1962, 3.3576, -3.0404], [-1.0422, 2.7686, -2.6885], [-0.1956, 3.7757, -2.4994], [-2.9409, 5.3259, -3.3398], [-3.0069, 2.7971, -3.2380], [0.8259, 3.5951, -2.2024]], "fmax_ev_per_a": 0.10, "homo_ev": -11.02, "lumo_ev": -2.58, "total_energy_ha": -3786.40970, "charge": 1, "relative_energy_ev": 0.000}